(1)
ORCA calculation (ωB97M-V with the def2-TZVPD basis set) on a cluster of 2 separate species, C4H6O2 in total.

Values from the calculation:
E_tot = -306.36244 Ha
energy relative to the best compared isomer or geometry (same formula, charge and spin) = 377.7 kJ/mol
frontier orbital gap = 9.49 eV

Bonds (Å) are listed after each position.
Cartesian coordinates (Å):
1 O -0.9511 -0.9643 2.0087  C2 1.153
2 C -0.6226 -0.3212 1.1105  O1 1.153, C6 1.879
3 C 1.2886 -0.4730 0.3210  C4 1.363, H7 1.090, H8 1.088
4 C 1.1338 -0.2090 -1.0072  C3 1.363, H9 1.076, H10 1.089
5 O -0.6924 1.1525 -1.0694  C6 1.249
6 C -1.4610 0.7823 -0.1577  C2 1.879, O5 1.249, H11 1.111, H12 1.108
7 H 1.4351 -1.4919 0.6783  C3 1.090
8 H 1.6349 0.3145 0.9879  C3 1.088
9 H 1.2862 0.7696 -1.4268  C4 1.076
10 H 0.9261 -1.0168 -1.7082  C4 1.089
11 H -2.1836 -0.0369 -0.3601  C6 1.111
12 H -1.7939 1.4942 0.6230  C6 1.108

Atom charges from the Mulliken analysis, given in e for atoms 1 to 5: atom 1 (O): -0.3159, atom 2 (C): 0.3408, atom 3 (C): -0.5977, atom 4 (C): -0.4455, atom 5 (O): -0.5605



(2)
ORCA calculation (ωB97M-V with the def2-TZVPD basis set) on the molecule C4H6O2.

Values from the calculation:
E_tot = -306.37363 Ha
energy relative to the best compared isomer or geometry (same formula, charge and spin) = 348.3 kJ/mol
frontier orbital gap = 9.49 eV

Bonds (Å) are listed after each position.
Cartesian coordinates (Å):
1 O 0.9260 2.0140 0.7511  C2 1.209
2 C 0.3619 1.0293 0.3332  O1 1.209, C3 1.507, C6 1.528
3 C -1.1352 0.9027 0.2174  C2 1.507, H7 1.096, H8 1.090, H9 1.096
4 C -0.2166 -1.9980 -0.1478  O5 1.306, H10 1.117
5 O 0.4596 -1.1245 -0.8443  C4 1.306, C6 1.437
6 C 1.2108 -0.1751 -0.0697  C2 1.528, O5 1.437, H11 1.092, H12 1.095
7 H -1.4209 0.8057 -0.8365  C3 1.096
8 H -1.6069 1.7853 0.6500  C3 1.090
9 H -1.4783 -0.0047 0.7282  C3 1.096
10 H -0.7646 -2.5514 -0.9482  C4 1.117
11 H 2.0487 0.1584 -0.6853  C6 1.092
12 H 1.5787 -0.6667 0.8364  C6 1.095

Atom charges from the Mulliken analysis, given in e for atoms 1 to 5: atom 1 (O): -0.5427, atom 2 (C): 0.6499, atom 3 (C): -1.1438, atom 4 (C): -0.3427, atom 5 (O): -0.2076



(3)
ORCA calculation (ωB97M-V with the def2-TZVPD basis set) on the molecule C4H6O2.

Values from the calculation:
E_tot = -306.36819 Ha
energy relative to the best compared isomer or geometry (same formula, charge and spin) = 362.6 kJ/mol
frontier orbital gap = 8.77 eV

Bonds (Å) are listed after each position.
Cartesian coordinates (Å):
1 O -0.0176 -0.2602 -2.5715  C2 1.205
2 C 0.0811 -0.2708 -1.3706  O1 1.205, C3 1.511, O6 1.356
3 C -0.5402 0.7216 -0.4147  C2 1.511, C4 1.527, H7 1.096, H8 1.094
4 C -0.4653 0.2220 1.0261  C3 1.527, C5 1.487, H9 1.109, H10 1.100
5 C 0.9477 0.0393 1.4510  C4 1.487, H11 1.112
6 O 0.8186 -1.1994 -0.7135  C2 1.356, H12 0.971
7 H 0.0386 1.6462 -0.5192  C3 1.096
8 H -1.5601 0.9268 -0.7518  C3 1.094
9 H -0.7737 1.0342 1.7147  C4 1.109
10 H -1.1644 -0.6120 1.1884  C4 1.100
11 H 0.9572 -0.8035 2.1756  C5 1.112
12 H 1.2638 -1.7398 -1.3867  O6 0.971

Atom charges from the Mulliken analysis, given in e for atoms 1 to 5: atom 1 (O): -0.5563, atom 2 (C): 0.4767, atom 3 (C): -0.3734, atom 4 (C): -0.5238, atom 5 (C): -0.3143



(4)
ORCA calculation (ωB97M-V with the def2-TZVPD basis set) on the molecule C4H6O2.

Values from the calculation:
SMILES = O[C@@]12CO[C@@H]1C2
E_tot = -306.33629 Ha
energy relative to the best compared isomer or geometry (same formula, charge and spin) = 446.4 kJ/mol
frontier orbital gap = 8.68 eV

Bonds (Å) are listed after each position.
Cartesian coordinates (Å):
1 O 1.0821 0.9352 1.1419  C2 1.364, H7 0.969
2 C 0.2384 0.2115 0.3516  O1 1.364, C3 1.507, C5 1.756, C6 1.447
3 C -1.1172 0.7240 -0.0626  C2 1.507, O4 1.425, H8 1.095, H9 1.096
4 O -1.1291 0.0692 -1.3281  C3 1.425, C5 1.425
5 C 0.2280 -0.3657 -1.3066  C2 1.756, O4 1.425, C6 1.526, H10 1.128
6 C 0.3750 -1.1792 -0.0238  C2 1.447, C5 1.526, H11 1.086, H12 1.086
7 H 1.6022 0.3115 1.6703  O1 0.969
8 H -1.9085 0.4075 0.6249  C3 1.095
9 H -1.1627 1.8074 -0.2218  C3 1.096
10 H 0.8939 0.5338 -1.1621  C5 1.128
11 H 1.3569 -1.6334 0.0751  C6 1.086
12 H -0.4590 -1.8216 0.2413  C6 1.086

Atom charges from the Mulliken analysis, given in e for atoms 1 to 5: atom 1 (O): -0.4924, atom 2 (C): 0.3945, atom 3 (C): -0.3481, atom 4 (O): -0.3121, atom 5 (C): -0.3064



(5)
ORCA calculation (ωB97M-V with the def2-TZVPD basis set) on a cluster of 2 separate species, C4H6O2 in total.

Values from the calculation:
E_tot = -306.36128 Ha
energy relative to the best compared isomer or geometry (same formula, charge and spin) = 380.7 kJ/mol
frontier orbital gap (alpha / beta) = 7.39 / 7.73 eV

Bonds (Å) are listed after each position.
Cartesian coordinates (Å):
1 O -2.3958 0.0561 -0.3244  C2 1.223
2 C -1.1770 0.1361 -0.3763  O1 1.223, C3 1.552, C6 1.423
3 C -0.1996 -1.0643 -0.2704  C2 1.552, C4 1.475, H7 1.098, H8 1.095
4 C 1.1221 -0.4192 -0.3762  C3 1.475, O5 1.285, H10 1.082
5 O 0.9786 0.8426 -0.5713  C4 1.285, C6 1.360
6 C -0.3170 1.2564 -0.5513  C2 1.423, O5 1.360, H11 1.077
7 H -0.3738 -1.7657 -1.0973  C3 1.098
8 H -0.3429 -1.6195 0.6627  C3 1.095
9 H 0.8078 0.2995 2.0606  H12 0.749
10 H 2.1324 -0.8054 -0.3753  C4 1.082
11 H -0.4783 2.3078 -0.7170  C6 1.077
12 H 0.2435 0.7756 1.9362  H9 0.749

Atom charges from the Mulliken analysis, given in e for atoms 1 to 5: atom 1 (O): -0.6590, atom 2 (C): 0.5519, atom 3 (C): -0.2053, atom 4 (C): -0.1883, atom 5 (O): -0.2296



(6)
ORCA calculation (ωB97M-V with the def2-TZVPD basis set) on the molecule C4H6O2.

Values from the calculation:
SMILES = C[C@]1(C=O)CO1
E_tot = -306.35721 Ha
energy relative to the best compared isomer or geometry (same formula, charge and spin) = 391.4 kJ/mol
frontier orbital gap = 10.27 eV

Bonds (Å) are listed after each position.
Cartesian coordinates (Å):
1 C -0.4370 1.4316 0.1795  C2 1.522, H7 1.088, H8 1.097, H9 1.100
2 C 0.2757 0.1354 0.5377  C1 1.522, C3 1.458, C5 1.685, O6 1.341
3 C 1.4581 -0.2560 -0.2195  C2 1.458, O4 1.214, H10 1.108
4 O 1.6338 0.1391 -1.3534  C3 1.214
5 C -0.3055 -1.4053 0.1803  C2 1.685, O6 1.667, H11 1.099, H12 1.132
6 O -0.0692 -0.5865 1.6134  C2 1.341, C5 1.667
7 H -0.8745 1.2551 -0.8003  C1 1.088
8 H -1.2190 1.7265 0.8904  C1 1.097
9 H 0.2573 2.2758 0.0545  C1 1.100
10 H 2.0712 -1.0074 0.3153  C3 1.108
11 H -1.2537 -1.3478 -0.3729  C5 1.099
12 H 0.0048 -2.4928 0.1256  C5 1.132

Atom charges from the Mulliken analysis, given in e for atoms 1 to 5: atom 1 (C): -1.1864, atom 2 (C): 1.1095, atom 3 (C): -0.1450, atom 4 (O): -0.5845, atom 5 (C): -0.6730